DFT (ωB97M-V/def2-TZVPD) results for the ion C4H9N2 with charge +1 at a distorted geometry.

Last column: natural (NBO) charge in e.
Cartesian coordinates (Å):
C (2.649, -0.158, 0.362)  -0.3982
N (1.444, -0.270, -0.556)  -0.4462
C (0.157, -0.192, -0.418)  0.3578
C (-1.113, -0.142, -0.112)  0.1509
C (-1.760, 1.203, -0.139)  -0.6372
N (-1.855, -1.303, 0.016)  -0.7468
H (2.314, 0.157, 1.427)  0.2394
H (2.990, -1.085, 0.510)  0.2265
H (3.304, 0.593, -0.085)  0.2467
H (1.648, -0.475, -1.542)  0.4259
H (-2.611, 1.072, -0.650)  0.2398
H (-1.013, 2.008, -0.545)  0.2588
H (-2.017, 1.698, 0.890)  0.2683
H (-1.451, -2.149, 0.334)  0.4128
H (-2.686, -0.958, 0.508)  0.4016

Computed properties:
HOMO (eV): -13.7
Calculated total energy (hartree): -266.98328
ΔE to the lowest compared entry with this formula, charge and spin (kcal per mole): 72.8
Total charge: +1
E_LUMO (eV): -4.02
Max |F| (Eh/bohr): 0.11001
HOMO-LUMO gap (eV): 9.71